Record 1
This record from the OMol25 dataset describes a molecular structure, C9H10N3O2PdS2. The level of theory is ωB97M-V with the def2-TZVPD basis set.

Element x y z (Å)
Pd: -0.169 0.179 -0.163
C: -1.546 -2.673 0.559
O: -0.705 -1.595 1.007
C: 0.314 -2.001 1.937
C: 1.009 -0.766 2.404
O: 1.595 -0.141 1.255
C: 2.338 1.045 1.609
H: -1.981 -3.168 1.425
H: -0.967 -3.387 -0.027
H: -2.343 -2.244 -0.040
H: 1.003 -2.688 1.443
H: -0.154 -2.501 2.786
H: 1.789 -1.036 3.119
H: 0.309 -0.077 2.882
H: 3.062 0.796 2.384
H: 1.665 1.826 1.963
H: 2.865 1.375 0.720
S: 1.251 0.904 -1.980
C: 0.008 1.545 -3.001
C: 0.393 2.634 -3.828
N: 0.714 3.532 -4.477
C: -1.266 0.990 -3.084
S: -1.809 -0.212 -2.044
C: -2.154 1.428 -4.125
N: -2.874 1.781 -4.949
N: -1.348 2.683 1.421
C: -0.999 1.771 0.802

Results
- charge = +1
- M (g mol⁻¹) = 362.75
- HOMO level (alpha / beta) (eV) = -13.3 / -14.3
- expectation value of S² = 6.04
- 2S+1 = 5

---

Record 2
This record from the OMol25 dataset describes a molecular structure, C14H15F6N6O2SSbV. The level of theory is ωB97M-V with the def2-TZVPD basis set.

Element x y z (Å)
V: 0.257 0.093 1.003
C: 0.875 3.597 -1.471
C: 0.701 2.225 -0.972
N: -0.145 1.841 -0.044
N: -1.044 2.742 0.442
C: -1.651 2.554 1.627
N: -2.365 3.460 2.229
S: -1.461 0.960 2.313
C: 1.576 1.138 -1.417
C: 2.511 1.187 -2.455
C: 3.386 0.118 -2.620
C: 3.317 -0.963 -1.755
C: 2.306 -0.981 -0.787
N: 1.472 0.035 -0.659
H: 0.648 4.354 -0.719
H: 0.257 3.799 -2.356
H: 1.904 3.756 -1.798
H: -1.146 3.637 -0.054
H: -2.498 4.412 1.887
H: -2.805 3.274 3.130
H: 2.568 2.041 -3.115
H: 4.136 0.140 -3.404
H: 4.013 -1.790 -1.820
H: 2.206 -1.840 -0.120
O: -0.027 -1.427 1.922
N: -0.755 -2.328 1.500
N: -1.249 -2.037 0.348
O: -0.927 -0.845 -0.077
C: -2.017 -2.982 -0.347
C: -2.044 -4.312 0.132
C: -2.746 -5.282 -0.551
C: -3.343 -5.020 -1.786
C: -3.351 -3.695 -2.215
C: -2.650 -2.692 -1.560
H: -1.435 -4.593 0.988
H: -2.860 -6.285 -0.136
H: -3.843 -5.801 -2.346
H: -4.014 -3.443 -3.047
H: -2.583 -1.701 -1.992
F: 1.634 0.376 1.807
Sb: 2.409 2.076 3.547
F: 0.964 2.755 2.250
F: 0.846 1.023 4.065
F: 2.076 3.559 4.635
F: 3.493 0.570 3.908
F: 3.406 2.294 1.890

Results
- charge = +4
- M (g mol⁻¹) = 618.07
- HOMO level (alpha / beta) (eV) = -21.9 / -21.9
- expectation value of S² = 0.77
- 2S+1 = 2

---

Record 3
This record from the OMol25 dataset describes a gas-phase ion, C5H9N3 (charge -1). The level of theory is ωB97M-V with the def2-TZVPD basis set.

Element x y z (Å)
C: 0.092 1.363 1.186
C: -0.977 0.743 0.311
C: -0.553 -0.537 -0.440
C: -1.418 -1.638 -0.531
N: -0.798 -2.655 -1.078
C: 0.535 -2.223 -1.379
N: 0.656 -1.001 -0.852
N: 1.303 1.687 0.352
H: 0.537 0.643 1.915
H: -0.124 2.253 1.740
H: -1.866 0.592 1.056
H: -1.274 1.521 -0.556
H: -2.504 -1.697 -0.268
H: 1.307 -2.830 -1.696
H: 1.578 -0.458 -0.517
H: 1.336 2.746 0.030
H: 2.168 1.491 0.727

Results
- charge = -1
- M (g mol⁻¹) = 111.15
- HOMO level (alpha / beta) (eV) = 1.0 / -4.7
- expectation value of S² = 0.75
- 2S+1 = 2

---

Record 4
This record from the OMol25 dataset describes a single CH3Br3Si molecule. The level of theory is ωB97M-V with the def2-TZVPD basis set.

Element x y z (Å)
C: 0.691 0.184 0.003
Si: -0.724 0.163 -1.168
Br: 0.638 1.779 1.237
Br: -1.186 -1.918 -1.722
Br: -0.152 1.323 -2.975
H: 0.397 -0.641 0.604
H: 1.686 0.212 -0.566
H: -1.739 1.000 -0.418

Results
- M (g mol⁻¹) = 282.83
- HOMO level (eV) = -10.3
- structure (SMILES) = BrC[SiH](Br)Br